1.
This record from the Open Molecules 2025 dataset describes a 10-piece molecular cluster, C24H48FN3O30S6 overall at a distorted geometry. The level of theory is wB97M-V/def2-TZVPD.

Cartesian coordinates (Å):
C 5.367 0.565 -1.735
C 4.297 1.373 -2.408
O 3.805 2.435 -2.014
N 3.825 0.770 -3.481
C 2.572 1.107 -4.222
H 5.276 0.392 -0.663
H 6.405 0.885 -1.826
H 5.399 -0.451 -2.129
H 4.281 -0.081 -3.776
H 1.855 1.478 -3.489
H 2.186 0.193 -4.674
H 2.690 1.901 -4.958
C -2.568 -0.370 -5.842
C -1.436 -0.941 -6.700
O -1.561 -0.992 -7.928
N -0.312 -1.156 -6.028
C 0.963 -1.622 -6.530
H -3.580 -0.275 -6.234
H -2.274 0.648 -5.584
H -2.573 -0.911 -4.895
H -0.217 -0.629 -5.171
H 1.418 -2.524 -6.120
H 1.664 -0.797 -6.408
H 0.898 -1.864 -7.591
C 5.677 4.543 0.709
C 4.826 3.600 1.513
O 5.212 3.478 2.709
N 3.731 3.047 0.937
C 2.735 2.098 1.510
H 6.382 5.086 1.339
H 5.023 5.231 0.174
H 6.219 4.046 -0.096
H 3.740 3.051 -0.073
H 1.861 2.558 1.048
H 2.563 2.043 2.585
H 2.818 1.112 1.053
C -1.569 -0.644 -0.300
C -0.268 0.078 0.005
O 0.286 0.054 -1.295
C -0.664 0.003 -2.200
O -0.453 0.156 -3.420
O -1.856 -0.316 -1.656
F 0.510 -0.803 0.709
H -2.223 -0.303 0.502
H -1.438 -1.721 -0.195
H -0.446 1.012 0.537
C -5.400 -2.028 2.927
C -4.924 -3.396 3.307
O -3.637 -3.311 3.835
S -2.959 -1.894 3.353
O -1.707 -2.018 2.625
O -2.952 -0.993 4.531
O -4.220 -1.536 2.379
H -5.577 -1.506 3.867
H -6.188 -1.945 2.178
H -4.785 -3.960 2.385
H -5.682 -3.797 3.979
C -3.912 2.243 4.253
C -3.850 3.662 3.732
O -2.560 3.868 3.306
S -1.415 2.897 4.003
O -0.523 3.754 4.858
O -0.844 2.036 2.959
O -2.662 2.151 4.927
H -4.041 1.613 3.373
H -4.801 2.134 4.875
H -4.169 4.323 4.538
H -4.554 3.884 2.930
C -5.060 4.318 -0.069
C -5.128 3.537 -1.316
O -3.902 2.735 -1.361
S -3.127 2.687 0.039
O -1.646 2.750 -0.160
O -3.662 1.668 0.942
O -3.739 4.238 0.340
H -5.672 3.923 0.743
H -5.484 5.322 -0.099
H -5.021 4.154 -2.208
H -6.039 2.955 -1.450
C 4.370 -3.308 -0.440
C 3.353 -2.246 -0.828
O 3.625 -1.218 0.150
S 4.156 -1.863 1.606
O 3.047 -1.880 2.570
O 5.458 -1.248 1.993
O 4.368 -3.330 1.004
H 5.398 -3.095 -0.731
H 4.063 -4.338 -0.625
H 2.367 -2.623 -0.558
H 3.349 -1.780 -1.814
C 0.435 -0.269 4.230
C 0.987 -1.478 4.960
O 2.329 -1.066 5.105
S 2.385 0.520 5.562
O 3.455 1.338 4.870
O 2.323 0.538 7.014
O 0.953 0.893 4.893
H -0.650 -0.336 4.302
H 0.660 -0.357 3.166
H 0.793 -2.446 4.497
H 0.499 -1.503 5.934
C -0.069 -5.440 -2.438
C 0.048 -4.084 -3.114
O -1.045 -3.256 -2.549
S -2.269 -4.198 -1.901
O -3.394 -4.132 -2.896
O -2.540 -3.805 -0.514
O -1.447 -5.639 -2.029
H 0.613 -5.398 -1.588
H 0.202 -6.281 -3.076
H 0.028 -4.122 -4.203
H 0.938 -3.563 -2.762

As for the SMILES: O=C1OC[C@@H](F)O1.O=S1(=O)OCCO1.O=S1(=O)OCCO1.O=S1(=O)OCCO1.O=S1(=O)OCCO1.O=S1(=O)OCCO1.O=S1(=O)OCCO1.CNC(C)=O.CNC(C)=O.CNC(C)=O. Its total energy is -5853.4710 Ha. The HOMO-LUMO gap comes out at 7.55 eV. The value obtained for the HOMO energy is -8.00 eV. For the LUMO energy, the calculation gives -0.45 eV.


2.
This record from the Open Molecules 2025 dataset describes C24H48O27RbS3Y as an isolated structure at a distorted geometry. The level of theory is wB97M-V/def2-TZVPD.

Cartesian coordinates (Å):
Rb -28.041 17.037 -13.591
Y -26.620 23.224 -11.922
S -26.825 20.363 -12.344
O -27.455 21.500 -13.043
O -26.372 21.130 -11.157
O -27.736 19.267 -12.090
O -25.659 19.874 -13.074
C -26.225 26.284 -6.451
C -26.152 25.569 -7.765
O -26.063 24.165 -7.437
C -25.981 23.231 -8.367
O -26.221 23.448 -9.552
O -25.598 22.138 -7.748
C -25.157 21.020 -8.571
H -26.353 27.358 -6.600
H -25.371 26.137 -5.793
H -27.105 25.951 -5.898
H -25.331 25.857 -8.429
H -27.029 25.771 -8.383
H -24.495 21.381 -9.354
H -26.026 20.576 -9.046
H -24.688 20.332 -7.878
C -30.204 25.733 -8.490
C -29.532 24.770 -9.452
O -30.023 23.453 -9.164
C -29.442 22.428 -9.771
O -28.598 22.526 -10.641
O -29.969 21.356 -9.242
C -29.477 20.108 -9.740
H -31.263 25.788 -8.726
H -29.693 26.690 -8.418
H -30.057 25.304 -7.495
H -28.457 24.775 -9.291
H -29.815 25.009 -10.481
H -29.909 19.896 -10.713
H -29.789 19.299 -9.080
H -28.393 20.103 -9.696
C -26.848 25.574 -16.232
C -28.142 25.867 -15.520
O -28.990 24.706 -15.502
C -28.954 23.914 -14.478
O -28.204 24.035 -13.518
O -29.916 23.046 -14.561
C -30.347 22.329 -13.396
H -26.073 26.313 -16.044
H -27.069 25.446 -17.293
H -26.446 24.594 -15.951
H -28.665 26.676 -16.029
H -28.075 26.226 -14.490
H -29.785 21.405 -13.286
H -31.374 22.061 -13.632
H -30.288 22.968 -12.520
C -22.501 19.583 -12.975
C -22.762 20.311 -11.690
O -22.188 21.629 -11.778
C -22.980 22.660 -11.676
O -24.192 22.720 -11.703
O -22.212 23.731 -11.496
C -22.755 24.943 -11.036
H -22.911 20.136 -13.819
H -22.860 18.554 -13.013
H -21.423 19.409 -13.060
H -22.317 19.815 -10.829
H -23.834 20.402 -11.504
H -23.846 24.982 -11.004
H -22.472 25.777 -11.681
H -22.368 25.184 -10.047
C -22.348 25.278 -15.352
C -23.432 24.519 -14.643
O -23.799 23.381 -15.450
C -24.857 22.714 -15.073
O -25.535 22.931 -14.091
O -25.130 21.805 -15.984
C -26.429 21.247 -15.950
H -21.455 24.721 -15.654
H -21.869 25.982 -14.667
H -22.692 25.720 -16.286
H -24.293 25.161 -14.452
H -23.055 24.137 -13.694
H -26.754 20.806 -16.890
H -27.200 21.956 -15.644
H -26.476 20.440 -15.216
C -25.103 17.637 -10.809
C -25.918 16.459 -10.273
O -25.093 15.766 -9.340
S -23.882 16.739 -8.813
O -22.638 16.025 -8.725
O -24.324 17.532 -7.702
O -23.830 17.634 -10.162
H -25.665 18.557 -10.702
H -24.832 17.405 -11.838
H -26.158 15.698 -11.018
H -26.840 16.827 -9.816
C -24.008 18.539 -16.045
C -23.582 17.101 -15.570
O -24.064 16.267 -16.612
S -25.257 16.970 -17.433
O -26.470 17.014 -16.657
O -25.302 16.476 -18.776
O -24.478 18.406 -17.376
H -23.272 19.339 -15.983
H -24.760 18.914 -15.343
H -24.060 16.938 -14.604
H -22.520 16.869 -15.567

Its total energy is -4231.4984 Ha. The HOMO-LUMO gap comes out at 9.53 eV. The value obtained for the HOMO energy is -15.05 eV. For the LUMO energy, the calculation gives -5.52 eV. As for the charge: +2.


3.
This record from the Open Molecules 2025 dataset describes C24H48O32PtS5 as an isolated structure at a distorted geometry. The level of theory is wB97M-V/def2-TZVPD.

Cartesian coordinates (Å):
Pt -2.588 1.875 0.987
S -0.323 0.467 0.551
O 0.144 -0.448 -0.457
O -0.827 1.790 -0.094
O -1.611 -0.007 1.204
O 0.682 0.781 1.535
C 6.219 3.994 -1.440
C 6.016 2.923 -2.486
O 4.699 2.961 -3.050
C 3.764 2.245 -2.440
O 3.939 1.582 -1.450
O 2.617 2.410 -3.089
C 1.476 1.686 -2.629
H 7.179 3.793 -0.957
H 5.472 3.948 -0.646
H 6.215 4.989 -1.877
H 6.188 1.916 -2.110
H 6.712 3.106 -3.303
H 0.798 2.400 -2.157
H 1.728 0.970 -1.852
H 0.999 1.214 -3.482
C -2.729 -1.024 4.354
C -3.962 -1.166 3.475
O -4.963 -0.189 3.853
C -4.886 1.020 3.369
O -4.132 1.387 2.475
O -5.750 1.800 3.973
C -5.869 3.155 3.533
H -1.947 -0.414 3.914
H -2.337 -2.013 4.595
H -2.993 -0.599 5.326
H -4.432 -2.132 3.612
H -3.692 -1.036 2.428
H -6.689 3.221 2.823
H -4.938 3.494 3.082
H -6.040 3.749 4.424
C 8.421 -1.246 4.111
C 6.927 -1.330 3.921
O 6.404 0.020 3.870
C 5.116 0.120 3.585
O 4.371 -0.810 3.413
O 4.794 1.409 3.477
C 3.467 1.721 3.081
H 8.907 -0.660 3.336
H 8.782 -2.279 4.051
H 8.700 -0.894 5.102
H 6.435 -1.848 4.746
H 6.621 -1.842 3.008
H 2.800 0.862 3.130
H 3.463 2.142 2.080
H 3.042 2.431 3.793
C -7.126 3.316 -2.081
C -6.228 2.669 -1.060
O -6.156 1.262 -1.342
C -5.076 0.600 -1.027
O -4.142 1.041 -0.370
O -5.175 -0.635 -1.461
C -4.103 -1.538 -1.209
H -6.760 3.095 -3.080
H -7.052 4.400 -1.980
H -8.158 3.008 -1.932
H -6.547 2.857 -0.033
H -5.221 3.083 -1.147
H -3.574 -1.820 -2.121
H -4.493 -2.457 -0.776
H -3.350 -1.116 -0.541
C 3.863 -1.186 0.178
C 2.838 -1.983 1.000
O 3.557 -3.148 1.449
S 4.524 -3.529 0.260
O 3.732 -3.944 -0.847
O 5.582 -4.319 0.739
O 5.022 -2.056 0.030
H 4.194 -0.296 0.698
H 3.536 -0.966 -0.835
H 1.987 -2.399 0.452
H 2.426 -1.400 1.818
C -2.251 3.698 -2.804
C -1.472 2.766 -3.740
O -2.260 2.757 -4.939
S -3.748 2.544 -4.422
O -3.876 1.255 -3.856
O -4.678 2.987 -5.378
O -3.640 3.609 -3.253
H -2.026 4.750 -2.974
H -2.202 3.439 -1.752
H -1.473 1.748 -3.345
H -0.453 3.097 -3.897
C -0.904 -3.021 1.150
C -0.097 -4.286 0.878
O -1.038 -5.383 0.781
S -2.504 -4.964 1.218
O -2.923 -5.754 2.309
O -3.336 -4.841 0.087
O -2.138 -3.521 1.744
H -1.206 -2.477 0.259
H -0.514 -2.352 1.908
H 0.562 -4.546 1.705
H 0.440 -4.324 -0.066
C -0.496 -3.536 -2.677
C 0.910 -2.956 -2.589
O 1.284 -2.614 -3.944
S -0.031 -2.221 -4.735
O 0.060 -2.639 -6.069
O -0.352 -0.877 -4.429
O -1.012 -3.201 -3.961
H -1.171 -3.154 -1.910
H -0.494 -4.622 -2.555
H 1.708 -3.548 -2.154
H 0.838 -1.999 -2.071

Its total energy is -5461.1071 Ha. The HOMO-LUMO gap (spin up / spin down) comes out at 8.97 / 7.77 eV. The spin multiplicity is 3. The value obtained for the HOMO energy (spin up / spin down) is -10.08 / -10.49 eV. For the LUMO energy (spin up / spin down), the calculation gives -1.10 / -2.72 eV.